27
Properties=species:S:1:pos:R:3:forces:R:3:nbo_charge:R:1 method="wB97M-V/def2-TZVPD" total_charge=+1 lumo_energy_ev="-5.9 / -4.9" fmax_ev_per_a=7.3 gap_ev="5.5 / 7.6" multiplicity=1 e_tot_ev=-24719.016 de_lowest_kcal_mol=63.9
C 0.134 0.226 2.542 0.8489 0.1396 0.6224 0.008
H -0.385 3.332 1.489 0.1839 -0.0328 -0.4673 0.234
C -0.347 -1.028 -0.698 0.3456 0.3704 -0.6056 0.362
H 1.882 -1.380 -2.448 -0.2758 -0.3454 -0.6160 0.226
H -0.733 -2.795 1.501 0.2151 0.4884 -0.4910 0.265
C -0.434 -1.756 1.615 0.2319 0.3838 2.0235 -0.023
H -1.680 -2.724 -0.492 0.7678 0.4065 -0.4560 0.235
C -0.159 2.798 0.567 0.2433 -0.5307 3.2655 0.118
C 0.005 2.557 -1.526 0.5218 -2.4579 -0.4727 0.141
O -0.151 3.411 -0.568 -0.6805 3.2214 -0.2324 -0.325
C 0.131 1.498 0.329 -0.8397 -0.5810 2.1434 0.000
N -0.297 -0.833 0.619 0.3088 0.6688 0.0635 -0.117
H 2.025 0.390 -2.701 0.7309 -0.2582 0.0399 0.238
I -2.214 1.598 4.196 0.1031 -0.1208 -0.1688 -0.054
H -0.174 -2.984 -1.346 1.3376 -1.5805 -0.9823 0.251
H 0.592 0.997 3.261 -0.9371 -1.1323 -1.6766 0.294
C 0.183 1.311 -1.016 0.3522 -0.4165 -2.6459 -0.123
C -0.919 -2.283 -1.190 -0.4830 -0.1127 4.5682 -0.661
H -0.248 0.001 -2.608 -0.2029 -0.3955 0.0181 0.254
C -0.124 -1.137 2.836 -0.4479 3.1705 -6.6002 -0.226
C 1.771 -0.408 -2.005 0.8468 0.1390 1.8960 -0.595
H 2.524 -0.485 -1.094 -1.7333 0.7641 -1.6071 0.224
H -1.438 -1.929 -1.953 -2.1525 0.4500 -4.2692 0.245
H -0.185 -1.604 3.679 -0.0729 -2.3572 5.1249 0.241
C 0.293 -0.044 -1.665 0.3030 0.2180 1.2574 -0.286
H -0.088 2.883 -2.490 -0.0398 0.9034 -2.1843 0.212
N 0.035 0.388 1.166 0.5249 -1.0025 2.4524 -0.138



25
Properties=species:S:1:pos:R:3:forces:R:3:nbo_charge:R:1 method="wB97M-V/def2-TZVPD" lumo_energy_ev=0.2 fmax_ev_per_a=4.8 gap_ev=9.0 multiplicity=1 e_tot_ev=-13085.783 de_lowest_kcal_mol=57.6 smiles="CCC(C)=O.CCC(N)=O"
O -1.866 0.955 -1.981 -0.9072 0.1266 -0.7136 -0.639
C 0.829 -1.769 -1.819 0.0757 0.0161 0.1319 -0.639
N -1.948 -1.122 -0.958 0.5840 -1.8678 1.9120 -0.897
H 0.208 -0.010 -2.860 0.4258 -0.1155 -0.2811 0.235
H 1.914 0.029 2.111 -0.1064 -0.0657 0.0387 0.257
H -1.014 2.697 2.502 0.0038 -0.0232 -0.0648 0.228
H 0.112 -2.427 -2.308 -0.0203 0.0633 -0.0495 0.223
H -0.596 1.121 3.173 0.0027 -0.0040 0.0205 0.212
H -2.950 -1.083 -0.832 -0.0274 -0.0402 0.2230 0.385
H 2.236 -0.785 0.577 -0.0002 -0.0382 0.0138 0.249
H 0.668 2.174 2.522 0.0182 0.0158 0.0365 0.206
C 0.340 -0.333 -1.825 -2.8714 -0.0167 -1.5095 -0.566
C 0.233 -0.062 0.837 -0.8486 -1.4332 2.5350 0.737
C -0.567 1.212 0.998 -0.2494 -0.0559 -0.7161 -0.540
H 1.777 -1.854 -2.356 0.0269 -0.0152 0.0233 0.209
H -0.276 1.921 0.221 0.0317 0.0360 0.0022 0.242
C 1.718 0.053 1.038 0.0098 -0.0521 -0.5054 -0.745
H 1.053 0.408 -1.470 -0.3580 0.1084 0.6530 0.209
H -1.624 0.996 0.849 0.0407 -0.0900 -0.0286 0.239
H 2.103 0.994 0.653 0.0303 0.0547 -0.0386 0.228
C -0.358 1.835 2.384 0.1517 -0.1870 -0.0117 -0.592
C -1.444 -0.107 -1.612 4.6530 0.7264 1.0744 0.731
H 0.975 -2.165 -0.815 0.0433 -0.0222 0.0441 0.204
O -0.309 -1.194 0.987 1.6420 1.7057 -0.3147 -0.645
H -1.217 -1.483 -0.017 -2.3508 1.1739 -2.4748 0.470



48
Properties=species:S:1:pos:R:3:forces:R:3:nbo_charge:R:1 method="wB97M-V/def2-TZVPD" lumo_energy_ev=-0.2 fmax_ev_per_a=0.5 gap_ev=10.1 multiplicity=1 e_tot_ev=-44022.850 smiles="O=COCCCC[SiH3].C[N+](=O)[O-].C[N+](=O)[O-].C[N+](=O)[O-].C[N+](=O)[O-]"
H 2.682 -1.586 1.923 0.1116 0.0389 0.0623 0.192
H -4.590 1.473 -0.381 0.0086 -0.0375 -0.0330 0.225
C 2.852 0.405 1.026 -0.0994 -0.1191 -0.1608 -0.434
N -2.845 0.639 -1.192 0.0225 -0.0985 -0.0273 0.541
H 1.285 -6.045 0.871 -0.0172 0.0423 0.0066 0.231
O -4.046 3.833 -5.268 0.0013 0.0305 -0.0160 -0.366
H 0.975 -0.475 2.703 -0.0057 -0.0268 -0.0563 0.222
H 1.268 -0.340 -0.245 0.0127 -0.1045 0.1758 0.203
H -1.980 4.657 3.963 -0.0058 -0.0233 -0.0180 0.233
H -1.647 1.859 -4.592 -0.0244 0.0114 0.0206 0.242
H 3.014 1.321 1.604 -0.0105 -0.1613 0.0422 0.207
H -3.512 2.584 -1.293 -0.0223 0.0585 0.1862 0.253
H -2.602 1.859 -6.112 -0.0048 0.0443 -0.0363 0.237
C -2.185 2.463 -5.313 0.0690 -0.0765 0.0509 -0.487
H -3.048 2.028 0.351 0.0579 0.0224 -0.0408 0.244
H -0.675 5.428 3.002 0.0548 -0.0139 0.0030 0.238
C 1.367 0.278 0.655 0.0394 0.2855 0.1511 -0.399
C 3.433 -0.810 1.758 0.2695 0.0970 0.1308 -0.074
O 0.040 3.146 2.030 0.0084 0.0555 -0.0130 -0.372
N -3.326 3.115 -4.613 0.0707 -0.1094 0.0355 0.544
H -1.564 3.255 -5.720 -0.0331 0.0055 -0.0474 0.234
H -0.206 0.652 2.077 0.0282 -0.1491 0.0697 0.245
H 2.717 -5.179 0.266 -0.0503 0.0500 -0.0085 0.265
O -1.678 0.820 -1.478 0.0203 0.0570 -0.0062 -0.397
C -3.567 1.778 -0.570 -0.0381 -0.0079 0.0481 -0.496
C 0.429 -0.195 1.798 -0.1573 0.1115 -0.2275 -0.869
H 2.355 -6.831 -0.336 -0.0360 -0.0045 -0.0280 0.224
N 1.106 -5.318 -1.074 -0.0697 -0.0572 0.0801 0.537
H -0.258 4.300 4.319 0.0439 0.0153 -0.0322 0.238
C 1.939 -5.895 0.017 0.0502 -0.1109 0.0051 -0.499
O -3.455 -0.392 -1.387 -0.0109 0.0170 -0.0156 -0.373
H 4.155 -2.460 -0.720 0.1621 -0.0494 0.0496 0.115
H 3.874 -0.532 2.717 -0.0985 -0.1155 -0.0713 0.197
O 4.100 -3.605 0.945 -0.1666 0.3629 -0.1217 -0.566
O 0.547 -4.266 -0.842 0.1077 -0.0049 -0.0530 -0.384
H -0.806 -1.514 -0.244 -0.0410 -0.0081 0.0017 -0.151
C -0.985 4.544 3.551 -0.0985 0.0238 0.0522 -0.484
O 4.528 -1.390 0.980 -0.4680 0.0185 -0.2054 -0.552
O -3.459 2.879 -3.428 -0.0892 0.0964 -0.1071 -0.402
H -2.069 -1.475 1.770 0.0461 -0.0878 0.1871 -0.173
Si -0.697 -1.602 1.225 0.0857 0.1425 -0.2725 0.875
C 4.233 -2.558 0.374 0.2239 -0.2691 0.0989 0.674
H 3.429 0.505 0.101 -0.0197 0.1742 0.1422 0.224
O -2.054 2.824 2.419 -0.0117 0.0038 -0.0103 -0.384
H 1.014 1.272 0.361 0.0909 -0.1455 -0.1596 0.229
O 1.022 -5.939 -2.114 0.0354 0.0257 -0.0420 -0.379
H -0.106 -2.924 1.531 -0.0604 0.0004 0.1947 -0.168
N -1.004 3.411 2.586 0.0182 -0.0101 0.0154 0.540



112
Properties=species:S:1:pos:R:3:forces:R:3:lowdin_charge:R:1 method="wB97M-V/def2-TZVPD" total_charge=-1 lumo_energy_ev="1.8 / 1.8" fmax_ev_per_a=1.2 gap_ev="5.3 / 5.3" multiplicity=2 e_tot_ev=-104823.708 de_lowest_kcal_mol=73.0
C -3.825 0.647 0.337 -0.1430 0.0850 -0.0091 -0.363
C 5.207 0.933 0.813 0.0023 0.0022 0.0056 -0.076
H 3.912 -0.606 2.664 0.0058 -0.0022 0.0040 0.077
H 3.932 -1.767 -4.682 0.0028 0.0000 -0.0023 0.077
C -0.652 3.403 4.480 0.0127 -0.0242 -0.0362 -0.001
H -1.416 -4.681 -4.651 -0.0023 -0.0024 -0.0021 0.079
C 3.615 2.099 2.309 0.0064 -0.0028 -0.0033 -0.056
N -1.559 2.890 0.969 0.0415 -0.0429 -0.1056 -0.216
H 5.381 0.184 -2.969 -0.0030 0.0012 0.0008 0.078
H -1.118 5.519 -2.338 0.0028 0.0062 -0.0001 0.106
C -0.351 2.586 5.561 -0.0046 -0.0033 -0.0084 -0.056
C 2.487 0.572 -4.807 -0.0006 -0.0030 -0.0014 -0.060
C -1.297 -4.627 -2.497 0.0030 -0.0019 -0.0014 -0.561
H 5.555 1.869 0.367 0.0009 0.0000 -0.0003 0.084
H -2.058 -3.547 4.320 0.0011 0.0130 -0.0003 0.077
H 5.378 0.127 0.096 -0.0031 0.0022 0.0015 0.076
N -0.994 1.482 3.130 0.0048 -0.0221 0.0771 0.062
C -1.011 -2.261 -1.558 0.0070 -0.0078 -0.0066 0.021
H 4.724 1.680 -3.649 0.0004 -0.0008 -0.0008 0.085
C -4.768 0.944 -1.881 -0.0090 0.0229 -0.0092 -0.100
H 1.270 -3.851 2.695 -0.0004 0.0045 -0.0043 0.088
H -2.660 0.947 -1.438 -0.0128 -0.0224 0.0103 0.078
H 0.560 -2.294 3.127 0.0013 -0.0553 0.0119 0.061
H -3.462 -4.672 -2.331 -0.0011 0.0013 -0.0012 0.088
H -1.341 5.331 3.028 0.0087 -0.0003 0.0115 0.111
N -0.691 -0.005 -0.582 -0.1024 0.0976 -0.0660 0.008
C 3.271 1.048 -1.316 0.0170 -0.0032 -0.0455 -0.005
C 3.734 1.023 1.221 0.0059 -0.0038 0.0012 -0.539
H 1.479 0.157 -4.806 0.0006 0.0017 0.0050 0.074
H -1.071 -1.836 -2.551 0.0014 0.0082 0.0073 0.105
C -0.978 -5.320 2.562 0.0089 0.0064 -0.0036 -0.080
H 2.251 -0.309 2.087 0.0128 -0.0015 -0.0004 0.071
C 2.592 0.397 -2.315 0.0238 0.0127 -0.0027 -0.173
H -0.062 7.748 -2.058 -0.0007 0.0007 -0.0008 0.100
C 0.329 0.492 -1.344 0.0818 0.0035 -0.0303 -0.214
C -1.361 3.555 2.043 -0.0055 0.0279 -0.0330 -0.312
C 0.702 1.873 -0.965 0.0169 -0.0033 -0.0343 -0.311
C 4.720 0.592 -3.737 -0.0003 0.0053 0.0053 -0.081
C -0.977 5.944 -1.353 -0.0250 0.0014 0.0232 -0.094
H 3.966 -1.918 -2.914 -0.0014 -0.0002 0.0006 0.088
H -2.655 -5.927 -1.390 -0.0030 0.0000 -0.0013 0.073
C -0.144 -5.641 -2.493 0.0002 0.0059 -0.0004 -0.055
C -1.403 5.235 -0.242 -0.0090 0.0341 0.0421 -0.454
C -5.142 0.522 0.827 0.0661 0.0158 -0.0037 -0.044
H -0.379 -3.388 -4.038 0.0030 -0.0026 -0.0034 0.078
O -0.632 -0.982 1.791 0.0053 0.2248 0.0502 -0.190
C 1.508 1.640 0.249 0.0917 -0.0379 -0.0569 -0.304
C -1.308 -3.934 -3.860 -0.0073 -0.0019 0.0024 -0.073
C -0.152 7.684 0.084 0.0009 0.0009 0.0092 -0.094
C 2.824 1.343 0.033 -0.0513 0.0107 0.0553 -0.118
H 5.140 0.327 -4.711 0.0015 0.0004 -0.0036 0.076
C -0.697 0.697 4.154 -0.0284 0.0155 -0.0443 -0.053
H 0.812 -5.131 -2.620 -0.0004 -0.0005 0.0015 0.086
H 0.332 8.643 0.214 0.0007 0.0001 0.0001 0.098
H 5.817 0.732 1.698 0.0038 0.0008 0.0025 0.076
C -6.236 0.613 -0.012 0.0109 -0.0021 0.0239 -0.112
C 3.410 -1.502 -3.757 -0.0044 -0.0019 0.0040 -0.054
H 4.311 1.269 -1.517 0.0032 0.0013 0.0025 0.074
H 3.418 -1.117 1.037 -0.0035 -0.0013 -0.0030 0.089
H -6.912 0.895 -2.036 0.0079 0.0004 0.0024 0.089
H 2.430 -1.980 -3.782 0.0014 0.0035 -0.0023 0.064
C -2.627 -5.375 -2.332 0.0079 -0.0052 -0.0010 -0.055
C -0.376 7.184 -1.190 -0.0060 -0.0121 -0.0080 -0.090
C -1.117 -3.633 -1.349 -0.0021 -0.0026 -0.0089 -0.180
H 0.413 -3.679 4.236 -0.0008 -0.0219 0.0075 0.077
C 0.419 -3.372 3.185 0.0172 0.0085 0.0263 -0.043
H 4.256 1.849 3.162 -0.0013 -0.0008 0.0030 0.074
H -2.119 -2.143 3.223 0.0126 0.0389 -0.0001 0.065
O 0.800 1.502 1.346 0.0877 0.0722 0.1093 -0.149
Mn -1.098 0.770 1.183 -1.1670 -0.1767 0.1163 0.685
H -0.954 -5.639 3.607 -0.0009 -0.0008 0.0031 0.078
C 1.241 -0.110 -2.173 -0.0608 -0.0147 0.0437 -0.002
C -0.841 -1.399 -0.487 -0.0043 -0.0542 0.0559 -0.190
C -6.056 0.826 -1.375 0.0057 -0.0069 -0.0240 -0.117
H -0.139 0.546 6.216 0.0010 0.0040 0.0026 0.107
C -0.975 2.809 3.269 0.0058 -0.0262 0.0078 -0.162
H -0.089 3.026 6.515 0.0014 -0.0001 -0.0004 0.107
H -4.619 1.105 -2.942 0.0017 -0.0040 0.0010 0.097
H 2.585 2.182 2.654 -0.0103 -0.0052 -0.0001 0.065
H 2.399 1.659 -4.736 0.0028 0.0022 -0.0024 0.086
H -5.262 0.342 1.889 -0.0071 -0.0009 -0.0011 0.099
C -1.153 5.726 1.031 -0.0023 -0.0021 -0.0526 -0.252
C -0.378 1.214 5.401 0.0190 -0.0160 0.0198 -0.030
H -7.237 0.513 0.392 0.0078 0.0010 0.0037 0.091
H -2.773 -6.088 -3.149 -0.0002 -0.0040 -0.0024 0.076
C -0.919 -3.263 1.069 0.0254 -0.0396 -0.0106 -0.089
C -0.892 -3.794 2.501 0.0121 -0.0010 0.0095 -0.533
C -0.801 -1.882 0.832 0.0369 -0.0107 -0.0997 -0.261
N -2.792 0.519 1.236 0.9209 -0.0027 -0.0825 0.006
H -0.605 4.476 4.598 -0.0035 0.0129 -0.0087 0.103
H 3.926 3.070 1.917 0.0074 0.0013 -0.0003 0.083
C -3.665 0.866 -1.045 0.0709 -0.0427 0.0395 -0.080
C 3.303 0.026 -3.627 -0.0036 0.0103 -0.0158 -0.558
H -0.127 2.786 -2.357 0.0044 -0.0060 -0.0124 0.058
C -1.062 -4.099 -0.036 -0.0495 0.0055 0.0068 0.000
N -1.538 4.926 2.130 0.0128 -0.0426 0.0246 0.126
H -0.264 -6.362 -3.308 0.0005 -0.0031 -0.0047 0.077
C 3.302 -0.337 1.794 -0.0134 0.0049 -0.0008 -0.035
H -0.704 -0.364 3.931 -0.0028 0.0062 0.0117 0.108
H -0.308 7.315 2.199 0.0010 -0.0012 0.0013 0.108
H -1.154 -5.164 0.132 0.0087 -0.0127 0.0011 0.087
H -0.138 -5.793 2.048 -0.0007 0.0041 -0.0096 0.082
S -2.271 3.710 -0.355 -0.0663 0.0453 0.0694 1.044
H -1.906 -5.690 2.120 -0.0013 -0.0033 0.0079 0.079
H -0.105 -6.195 -1.554 -0.0013 0.0015 0.0030 0.073
H -3.027 -3.602 2.836 -0.0027 -0.0026 0.0022 0.087
H 1.029 -1.094 -2.571 0.0009 0.0019 0.0046 0.083
C -0.517 6.946 1.201 0.0023 0.0077 -0.0109 -0.029
H -2.139 -3.231 -3.946 0.0042 0.0018 0.0024 0.084
H 2.967 0.323 -5.759 0.0006 -0.0023 -0.0024 0.074
N 0.450 2.975 -1.532 0.0790 -0.0627 -0.0313 0.183
C -2.097 -3.230 3.272 0.0051 -0.0090 -0.0262 -0.041